# 1
106
Properties=species:S:1:pos:R:3:forces:R:3 method="wB97M-V/def2-TZVPD" spin_multiplicity=2 e_lumo_ev="-0.6 / -2.0" total_charge=0 s_squared=0.754 gap_ev="6.87 / 6.02"
Y 0.36638 -0.04872 -0.33153 -0.5 -0.4 -0.2
S -4.14438 0.14883 0.50854 0.1 0.1 0.1
C -2.54674 0.23785 0.84366 -0.3 0.0 0.1
S -1.60942 -1.20752 1.39913 0.0 0.0 -0.3
S -1.59626 1.65742 0.65914 0.2 -0.3 0.0
C -2.01058 -5.10245 -1.53782 0.0 0.0 0.0
C -1.39287 -4.29714 -0.38176 0.2 -0.1 0.0
Ge -2.48847 -2.69940 -0.14573 0.2 0.3 0.1
C -4.22050 -3.30294 0.48108 -0.3 -0.1 -0.1
C -5.29640 -3.31664 -0.61420 0.0 0.0 0.1
C -2.23503 -1.68214 -1.76468 -0.2 -0.1 -0.1
C -1.18890 -0.85831 -1.92890 -0.3 -0.1 -0.5
Ge 0.52485 2.39448 -2.26499 0.1 -0.2 0.3
C 2.03604 2.70172 -3.49554 0.1 -0.1 -0.2
C 2.01819 1.92469 -4.81680 0.1 0.0 0.0
C -0.35696 4.15082 -2.35855 -0.3 0.0 -0.2
C -0.85239 4.60784 -3.73499 0.1 0.1 0.0
C -1.06482 -0.30759 -3.30622 0.0 0.0 0.0
C -0.49002 -1.08672 -4.31535 0.0 0.1 -0.1
C -0.49365 -0.66144 -5.63763 0.0 -0.1 0.1
C -1.06030 0.55887 -5.98614 0.0 0.0 0.0
C -1.59519 1.36466 -4.99465 0.0 -0.1 0.2
C -1.58256 0.95211 -3.65564 0.0 0.0 -0.1
H -1.40449 -5.97932 -1.77783 0.0 0.0 0.0
H -2.09023 -4.50165 -2.44937 0.0 0.0 0.1
H -3.01523 -5.45847 -1.28847 0.1 0.0 0.0
H -0.37477 -3.98985 -0.63154 0.0 -0.1 0.0
H -1.36371 -4.89278 0.53298 0.0 0.0 0.0
H -4.50515 -2.64420 1.29806 -0.1 0.0 0.0
H -4.05947 -4.30703 0.88916 -0.1 0.1 0.0
H -5.47171 -2.30923 -0.99803 0.0 0.0 0.0
H -6.24471 -3.69312 -0.22472 0.0 0.0 0.0
H -5.01521 -3.95113 -1.45961 0.0 0.0 0.1
H -2.93070 -1.88025 -2.58870 0.1 0.1 0.0
H 2.92437 2.40903 -2.92507 0.0 0.0 0.0
H 2.11298 3.77626 -3.67920 0.0 0.0 -0.1
H 1.88390 0.85213 -4.65444 0.0 0.0 0.0
H 2.95660 2.06239 -5.35826 0.0 0.0 0.0
H 1.20784 2.25447 -5.46541 0.0 0.0 0.0
H 0.43943 4.81936 -2.00953 0.0 0.0 0.0
H -1.15849 4.20554 -1.61982 0.0 0.0 0.0
H -0.12179 4.40832 -4.52585 0.0 0.0 0.1
H -1.05781 5.68135 -3.74081 0.0 0.0 0.0
H -1.77919 4.10198 -4.00261 0.0 0.0 0.0
H -0.07039 -2.04955 -4.05239 0.0 0.0 0.0
H -0.06399 -1.29477 -6.40551 0.0 0.0 0.0
H -1.08104 0.87764 -7.02163 0.0 0.0 0.1
H -2.05356 2.30598 -5.26297 0.0 0.0 0.0
H -2.10171 1.53542 -2.89781 0.0 0.0 0.0
N 2.39124 -0.12290 -1.37292 0.1 0.0 -0.3
C 3.46517 -0.50325 -1.60010 0.8 -0.2 0.0
C 4.74259 -1.00916 -1.75211 0.1 -0.1 -0.2
C 4.95738 -2.34837 -1.29391 0.0 0.5 -0.2
N 5.08183 -3.41554 -0.86894 0.0 0.1 -0.1
C 5.80121 -0.16744 -2.21829 -0.2 -0.3 0.1
N 6.65119 0.52641 -2.57658 -0.2 -0.1 0.1
N 2.46457 -5.10515 2.30604 -0.1 0.2 0.0
C 2.56522 -4.19899 1.16391 -0.1 -0.1 0.1
C 1.42715 -3.20276 1.19244 0.2 -0.2 0.0
O 0.46848 -3.47629 2.04672 0.0 0.2 -0.1
O 1.40178 -2.24126 0.44759 -0.3 0.5 -0.2
H 2.87627 -6.00472 2.10866 0.0 -0.1 0.0
H 0.76315 -4.30566 2.49038 0.0 -0.2 0.1
H 2.94272 -4.72131 3.11160 0.1 0.0 0.0
H 2.44765 -4.75240 0.23095 0.1 0.0 0.0
H 3.50181 -3.65765 1.08273 0.2 0.1 -0.1
C -0.63131 3.81747 3.36299 -0.2 0.0 0.2
Si 0.96032 3.37381 2.49839 0.0 -0.2 -0.1
C 0.98358 4.17374 0.81147 0.0 0.1 -0.3
C 2.33914 4.09875 3.53377 0.3 0.1 0.1
Ge 1.20414 0.99014 2.24840 0.5 0.8 1.2
Si 3.62799 0.78052 2.01945 -0.1 0.0 -0.2
C 4.18452 2.11385 0.83864 0.1 0.2 -0.1
C 4.38739 1.08008 3.69850 0.0 0.1 0.3
C 4.27723 -0.87231 1.46790 0.0 -0.3 0.1
Si 0.51517 0.19224 4.39275 0.0 -0.2 -0.1
C 1.12815 -1.56549 4.65286 0.1 -0.2 0.0
C 1.30056 1.26399 5.70815 0.2 0.3 0.1
C -1.32544 0.26781 4.65061 -0.3 0.0 0.0
H -0.74544 4.90875 3.38713 0.0 -0.1 0.0
H -0.62203 3.45669 4.39823 0.0 0.1 -0.1
H -1.50297 3.39087 2.86074 0.1 0.1 0.1
H 0.98408 5.26924 0.88762 0.0 -0.1 0.0
H 0.08388 3.87891 0.25956 0.1 0.1 0.1
H 1.86571 3.87017 0.23365 -0.1 0.1 0.1
H 2.13672 5.16590 3.69687 0.0 -0.1 0.0
H 3.31984 4.01052 3.05306 -0.2 0.1 0.1
H 2.39224 3.61125 4.51367 0.0 0.1 -0.1
H 4.12863 3.10274 1.30802 0.0 -0.1 -0.1
H 3.56705 2.13454 -0.06248 0.1 0.0 0.0
H 5.22334 1.94111 0.52851 -0.1 0.0 0.0
H 4.06912 2.02537 4.14529 0.1 -0.1 0.0
H 5.47936 1.10634 3.57778 -0.1 0.0 0.0
H 4.14044 0.26816 4.39128 0.1 0.1 -0.1
H 3.65611 -1.33581 0.70329 0.1 0.0 0.2
H 4.35141 -1.55048 2.33022 0.0 0.1 -0.2
H 5.28473 -0.74638 1.05255 -0.1 -0.1 0.1
H 2.06773 -1.73692 4.10811 -0.2 0.0 0.1
H 0.38343 -2.28480 4.29549 0.1 0.1 0.0
H 1.31273 -1.74845 5.71829 0.0 0.0 -0.1
H 2.36945 1.41787 5.54060 -0.1 0.0 0.1
H 1.17451 0.76768 6.67844 0.0 0.1 -0.1
H 0.81970 2.24750 5.76493 0.1 -0.1 0.0
H -1.84166 -0.51287 4.08472 0.0 0.1 0.1
H -1.72888 1.23416 4.32911 0.0 -0.1 0.1
H -1.55669 0.13599 5.71499 0.0 0.0 -0.1

***

# 2
22
Properties=species:S:1:pos:R:3:forces:R:3 method="wB97M-V/def2-TZVPD" e_lumo_ev=0.9 total_charge=0 gap_ev=9.95
C -2.78795 0.98572 0.10240 0.0 0.0 -0.1
C -1.53810 0.36499 -0.44063 -0.1 0.1 0.1
C -1.17466 -0.90964 -0.38398 0.0 -0.2 -0.1
C -1.92477 -2.04680 0.23465 0.0 0.0 0.0
H -2.54288 1.79914 0.78841 0.0 0.0 0.1
H -3.41948 0.26734 0.61952 0.0 0.0 0.0
H -3.36803 1.43564 -0.70722 0.0 0.0 0.0
H -0.86917 1.06667 -0.92179 0.2 0.0 -0.2
H -0.24152 -1.20553 -0.84646 0.1 0.1 0.0
H -2.84206 -1.72531 0.72544 0.0 -0.1 0.0
H -1.29196 -2.56301 0.95994 0.0 0.0 0.1
H -2.17090 -2.79062 -0.52860 -0.1 0.0 0.0
C 2.04062 0.67682 1.17797 0.0 0.1 -0.1
C 2.72020 0.99115 -0.12947 -2.7 0.8 -2.5
C 2.56765 -0.02920 -1.20032 3.4 -3.6 2.4
O 2.21442 -1.17480 -0.93983 -0.8 1.2 -1.2
H 2.57001 -0.12753 1.68676 0.0 -0.1 0.0
H 2.03733 1.55512 1.82047 0.0 0.0 0.1
H 1.01476 0.35365 1.00930 0.0 0.0 0.1
H 3.75895 1.31670 -0.03443 -0.3 0.5 -0.5
H 2.01650 1.59596 -0.92072 1.4 0.9 2.4
H 3.23102 0.16357 -2.07141 -1.0 0.2 -0.5

***

# 3
5
Properties=species:S:1:pos:R:3:forces:R:3 method="wB97M-V/def2-TZVPD" e_lumo_ev=-9.0 total_charge=+1 gap_ev=5.71
Zn 0.63584 -27.16879 0.33681 1.9 -1.5 0.3
I 3.00841 -28.86158 0.52967 -1.8 1.4 -0.3
O 0.81884 -29.60736 3.35331 -0.3 0.4 -0.2
H 0.71411 -30.53414 3.13802 -0.1 -0.3 0.0
H 1.73578 -29.41710 3.15522 0.3 0.0 0.2

***

# 4
104
Properties=species:S:1:pos:R:3:forces:R:3 method="wB97M-V/def2-TZVPD" spin_multiplicity=4 e_lumo_ev="4.0 / 4.0" total_charge=-2 s_squared=3.782 gap_ev="6.47 / 6.48"
Cr -0.83155 -0.89262 -0.51089 -0.2 -0.3 0.9
C -4.30796 5.24018 2.62894 0.0 0.0 -0.1
C -4.31949 5.32965 1.09359 0.0 0.0 0.0
C -5.76450 5.56419 0.64555 0.1 0.0 0.0
C -3.48588 6.54217 0.65102 -0.1 -0.1 0.0
C -3.72371 4.04970 0.51089 0.0 0.1 0.1
C -2.40813 3.70991 0.79068 0.0 0.0 -0.1
C -1.85795 2.54747 0.28892 0.2 -0.3 0.0
Se -0.14954 1.95812 0.95609 -0.3 0.2 0.2
C -0.90104 1.11473 2.52500 0.1 0.0 -0.3
C -0.94715 1.82937 3.70881 0.0 -0.1 0.1
C -1.44435 1.26182 4.87521 0.0 0.0 0.0
C -1.80181 -0.08647 4.81174 0.0 0.1 0.1
C -1.76665 -0.84160 3.65010 0.0 -0.1 -0.3
C -1.41678 -0.20121 2.41988 0.2 0.3 0.4
O -1.56772 -0.80725 1.28710 -0.2 -0.4 -0.4
C -2.05024 -2.34843 3.67022 0.0 0.0 0.0
C -3.30127 -2.69601 2.84686 0.1 0.1 0.0
C -0.83634 -3.09383 3.08661 0.0 0.1 0.0
C -2.27178 -2.86276 5.09664 0.0 0.0 0.0
C -1.59407 2.10558 6.14072 0.0 0.0 0.0
C -0.25893 2.77601 6.49867 0.0 0.0 0.0
C -2.64739 3.19466 5.88609 0.0 0.0 0.0
C -2.04124 1.27549 7.34605 0.0 0.0 -0.1
C -2.56381 1.65274 -0.55457 0.1 0.3 0.3
O -1.93598 0.62618 -1.06791 -0.4 -0.2 -0.3
C -3.94850 1.95841 -0.76689 0.3 -0.3 -0.1
C -4.46005 3.13733 -0.24000 0.0 0.2 0.0
C -4.88537 0.97295 -1.47311 0.0 0.0 0.0
C -6.33552 1.46940 -1.48372 0.0 0.0 0.1
C -4.46572 0.77949 -2.93252 0.0 -0.1 0.0
C -4.87150 -0.36288 -0.70908 0.0 0.1 -0.1
H -4.77012 6.12851 3.07316 0.0 0.0 0.0
H -3.28785 5.15326 3.00360 0.0 0.0 0.0
H -4.85847 4.35587 2.95475 0.0 0.0 0.0
H -6.11536 6.51769 1.04959 0.0 0.0 0.0
H -6.42541 4.77780 1.01547 0.0 0.0 0.0
H -5.84161 5.60364 -0.44295 0.0 0.0 0.0
H -3.90577 7.46653 1.06148 0.0 0.0 0.0
H -3.47676 6.61521 -0.43844 0.0 0.0 0.0
H -2.45369 6.45197 0.98939 0.0 0.0 0.0
H -1.78640 4.32705 1.42943 0.0 0.0 0.0
H -0.58954 2.85321 3.69373 0.0 0.0 0.0
H -2.12080 -0.57183 5.72330 0.0 0.0 0.0
H -3.16830 -2.39611 1.81125 0.0 0.0 0.0
H -4.18210 -2.19013 3.25333 0.0 0.0 0.0
H -3.47682 -3.77566 2.86834 0.0 0.0 0.0
H -0.71358 -2.86602 2.03064 0.0 0.0 0.0
H -0.97217 -4.17508 3.18976 0.0 0.0 0.0
H 0.08166 -2.80429 3.60598 0.0 0.0 0.0
H -3.16946 -2.43023 5.54756 0.0 0.0 0.0
H -1.41537 -2.64385 5.73998 0.0 0.0 0.0
H -2.40250 -3.94681 5.06441 0.0 0.0 0.0
H 0.06192 3.45795 5.71077 0.0 0.0 0.0
H 0.51969 2.02199 6.63011 0.0 0.0 0.0
H -0.35046 3.34967 7.42689 0.0 0.0 0.0
H -2.35840 3.81102 5.03431 0.0 0.0 0.0
H -2.76854 3.84496 6.75985 0.0 0.0 0.0
H -3.61263 2.73891 5.65626 0.0 0.0 0.0
H -1.33405 0.46931 7.55209 0.0 0.0 0.0
H -3.02796 0.83876 7.18065 0.0 0.0 0.0
H -2.09810 1.91312 8.23262 0.0 0.0 0.0
H -5.50520 3.35759 -0.41031 0.1 0.0 0.0
H -6.42540 2.43918 -1.98024 -0.1 0.0 0.0
H -6.73721 1.55369 -0.46980 0.0 0.0 0.0
H -6.94816 0.74866 -2.02957 0.0 0.0 0.0
H -4.60895 1.70805 -3.49404 0.0 0.0 0.0
H -5.06371 -0.01021 -3.39696 0.0 0.0 0.0
H -3.42817 0.49185 -3.01300 0.3 -0.1 0.0
H -5.15438 -0.20180 0.33455 0.0 0.0 0.0
H -3.88990 -0.81899 -0.73061 0.2 -0.1 0.0
H -5.56883 -1.07391 -1.16113 0.0 0.0 0.0
O 0.07235 -5.35289 -0.90632 -0.3 0.7 -0.2
As -1.11360 -4.06894 -1.49807 0.4 -2.0 0.3
O -2.55234 -4.82449 -1.52316 -0.2 0.2 -0.2
O -0.74836 -2.92673 -0.34029 -0.1 1.2 -0.2
C -0.34568 -3.99269 -3.30971 -0.2 0.5 0.1
C 0.18399 -5.15243 -3.85829 -0.1 0.0 0.1
C 0.62152 -5.15112 -5.17516 0.0 0.0 -0.1
C 0.53500 -3.99805 -5.94708 0.0 -0.1 0.0
C 0.01667 -2.83327 -5.40371 -0.1 0.1 0.0
C -0.42450 -2.84445 -4.09206 0.1 -0.3 0.4
S -1.05777 -1.40144 -3.27943 -0.3 0.4 -1.6
O -2.17740 -1.90175 -2.49088 0.0 0.0 0.2
O -1.38366 -0.43859 -4.30231 0.1 -0.2 0.0
O 0.04857 -0.98148 -2.39474 -0.1 0.2 0.5
H 0.39190 -4.95832 -0.08388 0.1 -0.1 0.0
H 0.24218 -6.03811 -3.23973 0.0 0.0 -0.1
H 1.03447 -6.05368 -5.60988 0.0 0.0 0.0
H 0.86300 -4.01313 -6.97951 0.0 0.0 0.0
H -0.06515 -1.91954 -5.97844 0.0 0.0 0.0
C 0.96095 -1.00872 0.29393 0.6 -0.2 0.0
C 1.96549 -1.46705 0.80108 -0.1 0.3 0.0
C 3.08962 -2.09697 1.40382 0.2 -0.2 0.1
C 3.54172 -3.33189 0.91322 0.0 0.1 0.0
C 4.60020 -3.98951 1.51447 0.1 0.0 0.1
C 5.24079 -3.43468 2.61646 0.0 0.0 0.0
C 4.80508 -2.21140 3.10902 0.1 0.0 0.1
C 3.74564 -1.54760 2.51321 -0.1 0.0 -0.1
H 3.03269 -3.76541 0.06135 0.0 0.0 0.0
H 4.92261 -4.95055 1.13075 0.0 0.0 0.0
H 6.06032 -3.95917 3.09312 0.0 0.0 0.0
H 5.28935 -1.77762 3.97676 0.0 0.0 0.0
H 3.39881 -0.59998 2.90471 0.0 0.0 0.0

***

# 5
16
Properties=species:S:1:pos:R:3:forces:R:3 method="wB97M-V/def2-TZVPD" e_lumo_ev=0.9 smiles="CCC=O.NC=O" total_charge=0 gap_ev=10.57
C -2.33097 -0.46394 -0.10354 -0.3 -0.5 0.3
C -0.77515 -0.67040 -0.11604 -0.5 0.2 0.0
C -0.57575 0.50003 -1.00539 0.3 0.5 -0.1
O -0.31277 1.61965 -0.62131 -0.2 -0.1 -0.4
H -2.62463 -0.29106 0.92690 -0.3 -0.3 0.0
H -2.81755 -1.32075 -0.55403 -0.3 -0.1 0.3
H -2.69727 0.42216 -0.65625 0.4 -0.4 0.2
H -0.34019 -0.55366 0.88316 -0.2 0.2 -0.3
H -0.43323 -1.63404 -0.52297 -0.4 0.4 -0.1
H -0.85039 0.28175 -2.05462 0.1 0.2 -0.1
N 2.51452 0.73257 1.16846 0.2 -0.1 0.1
C 2.10002 -0.02326 0.12390 0.3 0.0 0.0
O 2.61996 -1.03689 -0.30087 0.1 0.3 0.2
H 3.42129 0.58257 1.57298 0.0 -0.1 0.3
H 1.87986 1.41117 1.56099 0.3 0.1 -0.2
H 1.22225 0.44409 -0.30136 0.5 -0.3 0.0

***

# 6
58
Properties=species:S:1:pos:R:3:forces:R:3 method="wB97M-V/def2-TZVPD" e_lumo_ev=-1.7 total_charge=0 gap_ev=6.56
Ru -0.13861 1.26439 0.49205 0.4 -1.1 1.8
O 5.70554 -1.53690 -2.92477 0.0 -0.1 0.0
N 4.70801 -2.22181 -3.02355 0.0 0.0 -0.1
O 4.68071 -3.32699 -3.52389 0.1 0.1 0.0
C 3.43607 -1.68256 -2.48908 -0.1 -0.3 -0.1
C 2.40356 -2.55663 -2.46340 0.1 0.3 0.1
C 1.13253 -2.17424 -1.93541 0.0 0.0 0.0
C 0.01492 -3.02571 -1.97176 0.0 0.1 0.0
C -1.17395 -2.55521 -1.48375 0.1 0.0 0.0
C -1.20827 -1.29035 -0.88793 0.0 0.1 -0.2
N -0.16024 -0.48955 -0.78149 0.0 0.4 -0.7
C 0.99034 -0.89836 -1.38315 0.0 -0.3 0.1
C 2.07072 0.04408 -1.50077 0.0 -0.1 -0.2
N 1.74866 1.28067 -1.13136 0.2 0.4 0.4
C 2.62648 2.24969 -1.27257 0.0 0.0 0.0
C 3.89903 2.00355 -1.79903 0.0 -0.1 0.0
C 4.25235 0.73139 -2.18028 0.0 0.1 0.0
C 3.31365 -0.31324 -2.05612 -0.2 0.1 0.0
H 2.54449 -3.55647 -2.84501 0.0 0.0 0.0
H 0.09642 -4.01316 -2.40610 0.0 0.0 0.0
H -2.07992 -3.14217 -1.52149 0.0 0.0 0.0
H -2.13194 -0.90724 -0.47445 0.0 0.0 0.0
H 2.30717 3.23189 -0.94905 0.0 0.0 0.0
H 4.60314 2.81767 -1.89376 0.0 0.0 0.0
H 5.23244 0.53826 -2.58059 0.0 0.0 0.0
O 1.84130 2.43549 1.40232 0.2 0.1 0.0
S 0.73199 3.43039 1.64438 -0.5 0.2 -1.0
O -0.26037 2.64178 2.44898 0.2 0.0 -0.4
O 0.05229 3.56228 0.28920 0.2 0.3 -0.2
O 1.15949 4.67371 2.19426 0.0 0.1 0.2
Se 1.68148 0.58984 3.08854 0.2 -0.3 0.1
N 0.41565 -0.10438 1.99706 0.0 0.0 -0.2
C 0.11974 -1.32951 2.44794 -0.2 0.1 -0.1
C -0.91887 -2.19798 1.99958 -0.1 0.0 0.0
C -1.07693 -3.41789 2.57476 0.0 0.0 0.0
C -0.24067 -3.87062 3.63817 0.0 0.0 0.0
C 0.72056 -3.05770 4.13727 0.0 -0.1 0.0
C 0.90286 -1.76324 3.56879 0.2 0.1 0.1
N 1.77311 -0.88187 4.03197 0.0 0.1 0.0
H -1.61127 -1.86959 1.24893 0.0 0.0 0.0
H -1.87751 -4.06224 2.23409 0.0 0.0 0.0
H -0.40623 -4.85234 4.05928 0.0 0.0 0.0
H 1.35179 -3.34345 4.96675 0.0 0.0 0.0
C -3.21258 1.47605 -1.91963 0.0 0.0 0.0
Ge -3.29522 2.14742 -0.07047 0.1 0.0 0.0
C -5.01092 1.64899 0.73569 0.1 -0.1 0.1
C -3.04516 4.07422 -0.03336 0.0 0.0 0.0
C -1.86953 1.12475 0.85982 -0.6 -0.2 0.3
H -3.75245 2.14366 -2.59128 0.0 0.0 0.0
H -3.65230 0.48120 -2.00608 0.0 0.0 0.0
H -2.17498 1.42513 -2.25579 0.0 0.0 0.0
H -5.83992 2.13304 0.22059 0.0 0.0 0.0
H -5.03705 1.95266 1.78244 0.0 0.0 0.0
H -5.16822 0.57034 0.69383 0.0 0.0 0.0
H -3.82383 4.53452 -0.64412 0.0 0.0 0.0
H -2.06278 4.34793 -0.41008 0.0 0.0 0.0
H -3.12437 4.45248 0.98486 0.0 0.0 0.0
H -2.16242 0.43391 1.66800 -0.2 0.0 -0.1